Record 1
Here is a 8-piece molecular cluster, C36H40N8 overall from the OMol25 dataset. Energies are from the ωB97M-V functional and the def2-TZVPD basis.

The geometry in XYZ format:
```
84
Properties=species:S:1:pos:R:3:forces:R:3
C -1.10902 -0.05114 -4.52379 1.64 -0.04 1.97
C -0.40588 1.18849 -4.64661 0.31 -0.11 0.11
C 0.47615 1.31107 -3.58610 -0.15 -0.84 0.08
N 0.37164 0.18782 -2.78920 -1.46 -0.47 -1.57
C -0.57261 -0.66402 -3.35911 -0.72 1.26 -1.19
H -1.89173 -0.43130 -5.16350 0.16 -0.06 0.09
H -0.47606 1.88842 -5.46611 -0.15 0.07 0.15
H 1.17457 2.08344 -3.29963 -0.12 0.03 -0.21
H 0.87165 0.03463 -1.92512 -0.01 0.01 -0.24
H -0.87885 -1.62831 -2.98127 0.33 0.18 0.43
C 3.52841 -2.57723 -3.37350 -2.18 -0.72 -0.77
C 2.12384 -2.48638 -3.81487 1.94 0.08 1.37
C 2.14000 -1.63442 -4.86933 -2.38 -0.03 -1.12
N 3.39372 -1.33556 -5.25687 0.93 -0.43 1.07
C 4.22085 -1.92726 -4.33001 2.09 0.42 -0.57
H 3.86913 -3.16151 -2.53152 0.28 0.06 -0.22
H 1.31865 -3.00946 -3.32043 -0.21 0.49 -0.18
H 1.28772 -1.20385 -5.37394 0.02 -0.11 -0.12
H 3.71208 -0.81775 -6.06349 -0.36 -0.08 0.35
H 5.28659 -1.91434 -4.50449 0.02 0.22 0.21
C -5.63320 -0.67835 0.18565 -1.53 -2.15 1.01
C -4.98251 0.38258 -0.33211 0.17 2.60 -2.43
C -3.82288 0.59439 0.32449 1.30 0.22 1.34
N -3.79457 -0.31437 1.35415 -0.25 -0.72 -0.33
C -4.89305 -1.11616 1.25561 0.02 -0.65 0.02
H -6.54145 -1.06506 -0.25244 -0.03 -0.22 0.44
H -5.39891 0.97314 -1.13476 0.39 0.09 -0.12
H -3.00955 1.29625 0.21360 -0.26 0.09 -0.11
H -3.05571 -0.58371 1.98789 0.48 0.64 0.05
H -4.95559 -2.01006 1.85846 -0.22 0.15 0.11
C 1.93125 0.37765 -0.01418 0.47 0.28 0.16
C 0.60613 0.13257 0.36845 -1.40 1.08 1.79
C 0.34293 -1.19532 0.33028 0.43 -0.36 -1.47
N 1.44614 -1.75255 -0.29144 -0.32 -1.05 0.46
C 2.40988 -0.82011 -0.45632 0.95 0.07 0.01
H 2.53871 1.24474 0.19923 -0.23 0.19 -0.49
H -0.14123 0.82901 0.71890 0.22 0.26 0.15
H -0.55957 -1.74158 0.56156 0.15 -0.06 -0.19
H 1.51687 -2.73073 -0.53280 0.11 -0.01 0.03
H 3.40795 -1.01915 -0.81773 -0.24 -0.35 -0.10
C -2.16314 -4.33040 0.67714 1.19 0.53 1.05
C -1.86577 -4.50813 -0.66205 0.33 -0.76 -0.17
C -0.54532 -4.77860 -1.05831 0.70 1.01 1.96
N 0.53332 -4.71115 -0.17731 -2.36 -0.50 -0.07
C 0.20718 -4.53823 1.13500 -0.78 1.58 -1.20
C -1.10307 -4.27048 1.59169 0.20 -0.98 -1.01
H -3.14052 -4.13764 1.09423 -0.30 0.01 -0.51
H -2.67432 -4.48804 -1.37776 0.11 -0.06 -0.24
H -0.32949 -4.91725 -2.10740 0.26 -0.11 -0.01
H 1.01938 -4.28161 1.79897 0.34 -0.56 0.11
H -1.32157 -4.03946 2.62382 0.25 -0.06 0.15
C -1.21444 -2.43257 5.96431 -0.35 1.19 -2.32
C -2.59148 -2.22015 5.64025 1.87 -0.63 1.08
C -2.92117 -1.48314 4.52151 1.36 1.03 -0.92
N -1.98243 -0.94971 3.69004 0.84 -0.82 0.80
C -0.66334 -1.13594 3.97604 -1.63 -0.32 0.41
C -0.23764 -1.85196 5.09914 -1.25 -0.41 0.84
H -0.91751 -3.05831 6.79296 -0.06 0.15 0.14
H -3.27338 -2.65075 6.35857 -0.57 0.14 -0.36
H -3.90428 -1.17348 4.19902 -0.44 -0.45 0.41
H 0.02471 -0.70589 3.26327 0.16 0.06 0.00
H 0.81010 -1.94171 5.34530 0.10 -0.06 -0.17
C 4.68863 3.62130 1.94454 -0.92 0.82 -0.30
C 3.92821 2.57441 2.44879 0.33 0.25 -0.23
C 2.72702 2.87021 3.07215 0.46 2.34 0.64
N 2.27006 4.15553 3.21458 0.51 -1.12 0.21
C 3.01353 5.16096 2.70146 -1.74 -1.17 0.55
C 4.15254 4.92596 2.01960 2.24 -1.00 -0.65
H 5.65624 3.52046 1.47553 0.00 -0.39 -0.04
H 4.22563 1.53684 2.41159 0.31 -0.01 -0.04
H 2.32061 2.08814 3.69632 -0.94 0.04 -0.30
H 2.67304 6.17333 2.86140 -0.31 0.04 0.02
H 4.72253 5.73230 1.58218 0.02 0.17 0.09
C 0.15008 5.06086 -0.20313 0.51 -0.50 0.06
C -0.80210 5.93427 -0.65835 -1.42 0.32 -1.13
C -1.83842 5.47497 -1.49321 1.88 -1.92 -0.30
N -1.84846 4.17720 -1.95097 -0.03 1.59 0.84
C -0.89710 3.33772 -1.49388 -0.78 1.11 0.20
C 0.12484 3.73029 -0.61686 -1.30 -0.11 0.29
H 0.89900 5.42609 0.48399 0.16 -0.15 0.10
H -0.79215 6.99346 -0.44755 0.13 0.03 0.38
H -2.57094 6.17373 -1.86944 -0.28 -0.22 -0.06
H -1.06951 2.32349 -1.82253 0.44 -0.19 0.06
H 0.66846 2.95853 -0.09222 0.59 0.09 -0.31
```
Forces are in eV/Å.

SMILES: c1cc[nH]c1.c1cc[nH]c1.c1cc[nH]c1.c1cc[nH]c1.c1ccncc1.c1ccncc1.c1ccncc1.c1ccncc1
Orbital gap (Ha): 0.2898
E_LUMO (eV): 0.27
HOMO (hartree): -0.2798
Energy above the lowest of the compared OMol25 structures with the same formula, charge and spin (eV): 0.8760
Calculated total energy (eV): -49898.42929

Calculated atomic charges, method Löwdin, unit e: atom 1 (C): -0.099, atom 2 (C): -0.124, atom 3 (C): -0.159, atom 4 (N): 0.039, atom 5 (C): -0.139, atom 6 (H): 0.084, atom 7 (H): 0.086, atom 8 (H): 0.108, atom 9 (H): 0.072, atom 10 (H): 0.092, atom 11 (C): -0.106, atom 12 (C): -0.099, atom 13 (C): -0.175, atom 14 (N): 0.033, atom 15 (C): -0.174, atom 16 (H): 0.088, atom 17 (H): 0.073, atom 18 (H): 0.103, atom 19 (H): 0.153, atom 20 (H): 0.103, atom 21 (C): -0.137, atom 22 (C): -0.157, atom 23 (C): -0.117, atom 24 (N): 0.021, atom 25 (C): -0.157, atom 26 (H): 0.097, atom 27 (H): 0.103, atom 28 (H): 0.101, atom 29 (H): 0.075, atom 30 (H): 0.094, atom 31 (C): -0.128, atom 32 (C): -0.154, atom 33 (C): -0.116, atom 34 (N): 0.046, atom 35 (C): -0.147, atom 36 (H): 0.088, atom 37 (H): 0.096, atom 38 (H): 0.104, atom 39 (H): 0.105, atom 40 (H): 0.114, atom 41 (C): -0.077, atom 42 (C): -0.070, atom 43 (C): -0.112, atom 44 (N): 0.036, atom 45 (C): -0.151, atom 46 (C): -0.076, atom 47 (H): 0.100, atom 48 (H): 0.103, atom 49 (H): 0.095, atom 50 (H): 0.100, atom 51 (H): 0.090, atom 52 (C): -0.044, atom 53 (C): -0.064, atom 54 (C): -0.137, atom 55 (N): 0.036, atom 56 (C): -0.128, atom 57 (C): -0.062, atom 58 (H): 0.098, atom 59 (H): 0.097, atom 60 (H): 0.099, atom 61 (H): 0.088, atom 62 (H): 0.095, atom 63 (C): -0.057, atom 64 (C): -0.097, atom 65 (C): -0.138, atom 66 (N): 0.064, atom 67 (C): -0.179, atom 68 (C): -0.089, atom 69 (H): 0.102, atom 70 (H): 0.099, atom 71 (H): 0.098, atom 72 (H): 0.104, atom 73 (H): 0.101, atom 74 (C): -0.087, atom 75 (C): -0.090, atom 76 (C): -0.117, atom 77 (N): 0.057, atom 78 (C): -0.156, atom 79 (C): -0.055, atom 80 (H): 0.089, atom 81 (H): 0.095, atom 82 (H): 0.094, atom 83 (H): 0.083, atom 84 (H): 0.074

Record 2
Here is C36H40NO2P3S2Sr as an isolated structure from the OMol25 dataset. Energies are from the ωB97M-V functional and the def2-TZVPD basis.

The geometry in XYZ format:
```
85
Properties=species:S:1:pos:R:3:forces:R:3
Sr 0.30684 -1.28693 -0.38308 0.17 0.80 0.72
C -1.88035 -2.86030 -1.04727 -0.34 -0.28 -0.52
P -1.22179 -2.71656 -2.84870 -0.06 -0.29 -0.19
C -0.47409 -1.03600 -3.06491 -0.10 -0.26 0.30
C -1.11630 0.15659 -2.70248 -0.05 -0.13 0.13
C -0.42023 1.35435 -2.72937 -0.07 0.05 -0.05
C 0.91337 1.38628 -3.12598 -0.01 -0.04 0.00
C 1.55218 0.21664 -3.50742 0.07 0.00 -0.01
C 0.86322 -0.99052 -3.47361 -0.11 -0.06 0.06
C -2.81454 -2.50983 -3.72380 -0.06 -0.01 -0.10
C -3.83865 -3.43803 -3.52560 0.01 0.00 -0.02
C -5.02205 -3.35743 -4.24026 0.00 -0.01 0.01
C -5.20040 -2.35756 -5.18594 -0.01 0.00 -0.01
C -4.17915 -1.45145 -5.41758 0.01 0.01 0.00
C -2.99451 -1.52934 -4.69750 -0.03 -0.01 0.03
C -2.54851 -1.69099 -0.40111 -0.30 -0.02 -0.22
C -3.76150 -1.12263 -0.76525 0.01 0.08 0.10
C -3.89751 0.02671 0.04410 -0.06 -0.06 0.07
C -2.77126 0.07696 0.85285 -0.04 0.00 0.00
C -2.33741 1.12057 1.83299 0.35 -0.03 0.02
P -0.91023 2.07680 1.11807 -0.09 -0.21 -0.02
C -1.68460 3.25682 -0.04440 -0.09 0.10 0.03
C -0.83226 4.08500 -0.77755 0.03 0.08 0.10
C -1.33507 5.02457 -1.66410 0.05 -0.02 0.04
C -2.70709 5.13913 -1.84395 -0.05 0.00 -0.02
C -3.56501 4.32071 -1.12507 -0.01 0.02 -0.04
C -3.05817 3.39053 -0.22679 0.09 -0.03 -0.02
C -0.49202 3.20465 2.50005 0.00 0.02 -0.03
C -1.11572 4.43360 2.70838 -0.01 0.00 0.04
C -0.77020 5.22233 3.79582 -0.02 0.02 -0.02
C 0.20302 4.79432 4.68719 0.02 -0.01 0.01
C 0.83272 3.57503 4.48535 0.00 -0.02 -0.01
C 0.49000 2.78758 3.39523 0.02 0.05 0.03
N -1.94577 -0.97380 0.59291 0.28 0.13 -0.30
H -1.16973 -3.40271 -0.40921 0.14 0.19 0.01
H -2.61825 -3.64381 -1.23369 -0.01 0.00 0.04
H -2.14417 0.12264 -2.35293 0.00 0.06 -0.02
H -0.92110 2.26369 -2.43012 0.00 0.00 -0.03
H 1.45464 2.32367 -3.12925 -0.01 0.01 0.00
H 2.59012 0.23565 -3.81245 0.00 -0.01 0.02
H 1.36551 -1.91404 -3.73796 0.02 0.01 -0.03
H -3.72531 -4.24149 -2.80835 0.01 0.00 0.00
H -5.80609 -4.08104 -4.05826 0.00 0.00 0.00
H -6.12617 -2.29211 -5.74235 0.00 0.00 0.00
H -4.29997 -0.67363 -6.16067 0.00 0.00 0.00
H -2.21271 -0.81035 -4.90005 0.01 0.00 0.00
H -4.45419 -1.48843 -1.50765 -0.01 -0.01 0.00
H -4.73121 0.71264 0.05680 -0.02 -0.01 0.00
H -1.89551 0.64471 2.71396 -0.08 -0.02 0.02
H -3.15037 1.75304 2.19018 -0.01 0.08 -0.11
H 0.24081 3.99845 -0.63572 0.00 -0.01 -0.03
H -0.65856 5.66447 -2.21657 0.00 0.00 0.01
H -3.10521 5.86480 -2.54142 0.00 0.00 0.00
H -4.63566 4.40715 -1.26081 0.00 0.00 0.00
H -3.73877 2.76240 0.32734 -0.03 -0.01 0.00
H -1.87155 4.78078 2.01466 0.00 0.00 0.01
H -1.26082 6.17591 3.94529 0.00 0.00 0.00
H 0.47443 5.41286 5.53300 0.00 0.00 0.00
H 1.59973 3.24121 5.17100 0.02 -0.02 0.03
H 0.99635 1.84422 3.22844 0.00 -0.02 0.02
C 5.91249 -4.29978 1.32265 -0.01 0.03 -0.01
C 4.43563 -4.57634 1.11524 -0.03 -0.01 -0.01
C 3.74418 -5.06852 2.37178 0.00 0.00 -0.01
O 3.80030 -3.41296 0.51557 0.03 -0.08 -0.03
P 3.15934 -2.14129 1.21732 0.01 -0.10 0.08
S 3.11412 -0.71654 -0.17224 0.33 0.12 -0.07
S 1.36495 -2.54260 1.99064 0.08 -0.14 0.06
O 4.23694 -1.87814 2.36345 -0.01 -0.05 -0.05
C 4.46823 -0.69759 3.16923 0.02 0.01 0.06
C 5.47458 0.19303 2.46699 -0.02 0.02 0.00
C 3.18911 0.02175 3.53768 0.00 0.04 -0.02
H 6.42820 -5.23178 1.55980 -0.01 0.00 0.00
H 6.06150 -3.59833 2.14186 0.01 0.01 0.00
H 6.35079 -3.88075 0.41721 0.00 -0.01 0.00
H 4.32200 -5.32947 0.33354 0.00 0.01 0.00
H 3.82516 -4.34106 3.17916 0.00 0.01 0.00
H 4.22807 -5.99323 2.69141 0.00 0.00 0.00
H 2.68975 -5.26932 2.19329 -0.01 0.01 0.00
H 4.91818 -1.10577 4.07627 0.02 -0.02 -0.01
H 5.03856 0.62689 1.56744 0.01 -0.01 0.00
H 6.35780 -0.38079 2.18726 0.00 0.00 -0.01
H 5.78230 1.00009 3.13413 -0.01 0.00 0.01
H 2.71379 0.42100 2.64138 -0.05 0.03 -0.01
H 3.43239 0.85230 4.20053 0.02 0.05 0.02
H 2.48843 -0.63930 4.04402 -0.01 -0.01 -0.01
```
Forces are in eV/Å.

Orbital gap (Ha): 0.2596
E_LUMO (eV): 0.16
HOMO (hartree): -0.2537
Energy above the lowest of the compared OMol25 structures with the same formula, charge and spin (eV): 0.4089
Calculated total energy (eV): -93944.41401

Calculated atomic charges, method Löwdin, unit e: atom 1 (Sr): 1.041, atom 2 (C): -0.350, atom 3 (P): 1.068, atom 4 (C): -0.508, atom 5 (C): -0.119, atom 6 (C): -0.055, atom 7 (C): -0.054, atom 8 (C): -0.085, atom 9 (C): -0.148, atom 10 (C): -0.387, atom 11 (C): -0.115, atom 12 (C): -0.082, atom 13 (C): -0.087, atom 14 (C): -0.078, atom 15 (C): -0.091, atom 16 (C): -0.472, atom 17 (C): -0.083, atom 18 (C): -0.078, atom 19 (C): -0.431, atom 20 (C): -0.287, atom 21 (P): 1.068, atom 22 (C): -0.410, atom 23 (C): -0.142, atom 24 (C): -0.090, atom 25 (C): -0.088, atom 26 (C): -0.074, atom 27 (C): -0.083, atom 28 (C): -0.373, atom 29 (C): -0.082, atom 30 (C): -0.084, atom 31 (C): -0.092, atom 32 (C): -0.085, atom 33 (C): -0.102, atom 34 (N): -0.079, atom 35 (H): 0.055, atom 36 (H): 0.061, atom 37 (H): 0.111, atom 38 (H): 0.088, atom 39 (H): 0.114, atom 40 (H): 0.114, atom 41 (H): 0.104, atom 42 (H): 0.099, atom 43 (H): 0.105, atom 44 (H): 0.102, atom 45 (H): 0.104, atom 46 (H): 0.098, atom 47 (H): 0.093, atom 48 (H): 0.089, atom 49 (H): 0.085, atom 50 (H): 0.088, atom 51 (H): 0.109, atom 52 (H): 0.103, atom 53 (H): 0.101, atom 54 (H): 0.104, atom 55 (H): 0.081, atom 56 (H): 0.101, atom 57 (H): 0.102, atom 58 (H): 0.101, atom 59 (H): 0.099, atom 60 (H): 0.077, atom 61 (C): -0.048, atom 62 (C): -0.432, atom 63 (C): -0.075, atom 64 (O): -0.321, atom 65 (P): -0.177, atom 66 (S): 0.200, atom 67 (S): 0.207, atom 68 (O): -0.311, atom 69 (C): -0.441, atom 70 (C): -0.053, atom 71 (C): -0.089, atom 72 (H): 0.084, atom 73 (H): 0.073, atom 74 (H): 0.086, atom 75 (H): 0.139, atom 76 (H): 0.073, atom 77 (H): 0.086, atom 78 (H): 0.063, atom 79 (H): 0.142, atom 80 (H): 0.051, atom 81 (H): 0.083, atom 82 (H): 0.085, atom 83 (H): 0.048, atom 84 (H): 0.086, atom 85 (H): 0.068